Entry 1:
Computed, not measured: a molecular structure, C34H59AsBBr2MgN6S3Si2, with ωB97M-V/def2-TZVPD.

Output
HOMO level: -8.423 eV
ΔE to the lowest compared entry with this formula, charge and spin: 0.00 kJ/mol
calculated total energy: -11041.80644 a.u.
strongest force on any atom: 0.0041 Eh/bohr
Kohn-Sham gap: 5.83 eV
molecular weight: 974.1 g/mol
E_LUMO: -2.59 eV
net charge: +1

Each line ends with the Mulliken charge.
Atoms and positions in Å:
Mg 0.86 -2.29 0.78  1.62
C -2.85 0.10 -3.17  -2.26
C -1.40 0.16 -2.78  0.74
C -0.50 0.75 -3.63  -0.61
C 0.86 0.85 -3.26  0.14
N 1.24 0.58 -2.04  -0.68
N 0.34 0.09 -1.18  0.85
B 0.77 -0.07 0.22  -1.75
N -0.14 0.65 1.22  0.72
N -0.58 1.83 0.75  -0.25
C -1.40 2.55 1.46  -0.22
C -1.79 2.12 2.75  -0.49
C -1.35 0.93 3.24  -0.06
C -1.76 0.43 4.59  -1.82
C -0.50 0.15 2.42  1.00
S 0.02 -1.41 2.94  -0.61
C -1.84 3.85 0.81  2.15
C -2.82 4.62 1.69  -2.26
C -0.60 4.71 0.55  -1.57
C -2.52 3.51 -0.52  -1.42
N 2.25 0.17 0.46  0.60
N 2.53 1.25 1.21  -0.66
C 3.77 1.54 1.47  0.09
C 4.82 0.76 0.94  -0.35
C 4.55 -0.35 0.19  -0.42
C 5.63 -1.22 -0.36  -1.78
C 3.18 -0.68 -0.03  1.37
S 2.73 -2.13 -0.84  -0.66
C 4.04 2.74 2.36  2.12
C 4.96 3.72 1.62  -1.71
C 4.74 2.25 3.63  -1.77
C 2.74 3.45 2.73  -2.02
C -0.89 -0.33 -1.56  -0.55
S -1.66 -1.40 -0.40  0.96
C 1.92 1.32 -4.24  2.10
C 3.29 1.37 -3.57  -1.90
C 1.55 2.72 -4.75  -1.71
C 1.97 0.33 -5.41  -1.74
H -3.08 0.96 -3.81  0.58
H -3.50 0.13 -2.30  0.20
H -3.08 -0.80 -3.73  0.42
H -0.84 1.14 -4.58  0.55
H -2.45 2.74 3.35  0.62
H -2.42 1.15 5.08  0.46
H -0.89 0.26 5.22  0.33
H -2.28 -0.52 4.50  0.30
H -2.37 4.92 2.64  0.42
H -3.73 4.04 1.90  0.44
H -3.13 5.53 1.18  0.42
H -0.10 4.98 1.48  0.36
H -0.89 5.64 0.05  0.46
H 0.11 4.18 -0.08  0.22
H -3.40 2.89 -0.37  0.31
H -1.83 2.98 -1.18  0.18
H -2.84 4.43 -1.02  0.44
H 5.85 1.03 1.13  0.44
H 6.61 -0.87 -0.03  0.46
H 5.61 -1.21 -1.45  0.32
H 5.49 -2.26 -0.06  0.32
H 5.93 3.28 1.39  0.33
H 5.13 4.60 2.24  0.48
H 4.51 4.05 0.68  0.34
H 5.67 1.74 3.40  0.36
H 4.09 1.55 4.18  0.35
H 4.96 3.09 4.28  0.46
H 2.21 3.79 1.83  0.36
H 2.96 4.31 3.36  0.52
H 2.07 2.78 3.27  0.27
H 3.30 2.07 -2.73  0.30
H 4.03 1.70 -4.29  0.52
H 3.58 0.39 -3.19  0.32
H 1.47 3.43 -3.93  0.33
H 0.61 2.72 -5.30  0.36
H 2.33 3.08 -5.43  0.47
H 2.22 -0.67 -5.06  0.36
H 2.72 0.65 -6.13  0.47
H 1.01 0.28 -5.93  0.34
Br 3.70 -2.60 2.88  0.04
C 2.41 -3.86 3.52  -0.61
Br 1.38 -4.70 2.08  -0.01
H 1.69 -3.36 4.15  0.35
H 2.92 -4.67 4.02  0.42
C -2.98 -6.09 -2.01  -1.08
Si -2.04 -4.79 -1.06  0.28
C -2.02 -5.18 0.77  -0.70
C -0.28 -4.66 -1.70  -0.83
As -3.10 -2.74 -1.58  0.01
Si -4.78 -2.57 0.10  0.47
C -5.99 -3.96 -0.19  -1.04
C -4.09 -2.63 1.84  -0.63
C -5.56 -0.89 -0.18  -0.75
H -2.56 -7.08 -1.81  0.35
H -2.92 -5.91 -3.08  0.31
H -4.03 -6.10 -1.72  0.29
H -1.41 -6.06 0.98  0.43
H -3.03 -5.40 1.12  0.30
H -1.64 -4.34 1.36  0.11
H 0.13 -5.66 -1.86  0.46
H 0.41 -4.16 -1.01  -0.11
H -0.23 -4.12 -2.64  0.30
H -5.51 -4.92 -0.01  0.26
H -6.37 -3.95 -1.21  0.33
H -6.84 -3.87 0.50  0.38
H -3.74 -3.63 2.10  0.25
H -4.89 -2.36 2.53  0.48
H -3.27 -1.92 1.98  -0.07
H -5.97 -0.81 -1.19  0.30
H -4.82 -0.10 -0.04  -0.10
H -6.37 -0.72 0.53  0.40

***

Entry 2:
Computed, not measured: a molecular structure, C34H59BrNP3Zn, with ωB97M-V/def2-TZVPD.

Output
HOMO level (alpha / beta): -12.974 / -13.008 eV
ΔE to the lowest compared entry with this formula, charge and spin: 0.00 kJ/mol
calculated total energy: -6762.46388 a.u.
strongest force on any atom: 0.0611 Eh/bohr
Kohn-Sham gap (alpha / beta): 4.78 / 4.28 eV
molecular weight: 720.1 g/mol
E_LUMO (alpha / beta): -8.20 / -8.73 eV
net charge: +2

Each line ends with the Mulliken charge.
Atoms and positions in Å:
C -0.66 6.62 -4.66  -0.46
C -0.87 5.25 -4.95  0.48
C -1.14 4.88 -6.29  -0.41
C -1.21 5.89 -7.26  -0.35
N -1.02 7.18 -6.96  -0.55
C -0.75 7.54 -5.71  -0.35
C -0.82 4.26 -3.92  0.21
C -0.85 3.33 -3.13  -1.10
C -0.70 2.33 -2.15  0.97
C 0.48 2.38 -1.40  -1.22
C 0.69 1.40 -0.43  0.05
C -0.31 0.47 -0.24  1.25
C -1.49 0.39 -0.94  -0.28
C -1.69 1.35 -1.95  -0.88
Zn 0.34 -0.46 1.35  0.10
P 2.31 -1.59 0.53  0.23
H -1.31 3.85 -6.58  0.39
H -0.44 6.97 -3.65  0.41
H -1.43 5.64 -8.30  0.37
H -0.60 8.61 -5.52  0.36
H -2.59 1.35 -2.55  0.58
H 1.21 3.17 -1.56  0.53
H -2.24 -0.38 -0.74  0.78
H 1.62 1.42 0.16  0.35
C 2.57 -3.23 1.32  -0.66
C 3.35 -4.28 0.52  -1.16
H 1.55 -3.60 1.54  0.53
H 3.05 -3.06 2.29  0.39
H 3.46 -5.18 1.13  0.43
H 2.82 -4.57 -0.40  0.20
H 4.35 -3.93 0.25  0.25
C 2.04 -1.90 -1.27  1.11
C 2.96 -1.17 -2.25  -1.54
H 1.00 -1.57 -1.44  -0.65
H 2.06 -2.98 -1.45  0.30
H 2.68 -1.45 -3.27  0.42
H 2.86 -0.08 -2.17  0.28
H 4.02 -1.44 -2.12  0.31
C 3.87 -0.64 0.72  -0.29
C 5.19 -1.41 0.68  -1.54
H 3.79 -0.11 1.69  0.36
H 3.87 0.14 -0.05  0.45
H 6.02 -0.71 0.80  0.43
H 5.27 -2.15 1.49  0.34
H 5.35 -1.92 -0.28  0.29
Br -1.24 -2.29 1.44  -0.58
P -2.40 -3.86 -2.43  0.19
C -0.59 -4.01 -2.22  0.47
C -0.18 -5.44 -2.57  -1.46
H -0.34 -3.74 -1.18  -0.29
H -0.09 -3.28 -2.87  0.41
H 0.87 -5.50 -2.85  0.37
H -0.35 -6.12 -1.73  0.37
H -0.78 -5.81 -3.42  0.46
C -3.11 -3.82 -0.76  0.22
C -4.54 -4.36 -0.62  -1.43
H -3.05 -2.78 -0.41  -0.24
H -2.43 -4.42 -0.14  0.54
H -4.77 -4.46 0.45  0.39
H -5.27 -3.67 -1.06  0.34
H -4.64 -5.34 -1.09  0.39
C -2.63 -2.16 -3.09  0.17
C -2.92 -2.28 -4.59  -1.38
H -1.73 -1.56 -2.89  -0.16
H -3.47 -1.70 -2.55  0.54
H -3.32 -1.34 -4.99  0.41
H -2.02 -2.53 -5.15  0.33
H -3.66 -3.07 -4.76  0.39
C -1.20 3.12 2.10  -1.47
C 0.09 2.73 2.82  0.86
C 0.43 3.72 3.94  -1.62
P 0.11 0.95 3.35  -0.56
C 1.58 0.74 4.47  0.69
C 1.41 1.22 5.91  -1.87
C 2.05 -0.72 4.45  -1.28
C -1.40 0.62 4.37  0.53
C -1.81 1.68 5.40  -1.61
C -2.59 0.29 3.47  -0.77
H -2.05 3.23 2.79  0.30
H -1.47 2.41 1.30  0.16
H -1.04 4.09 1.62  0.49
H 0.91 2.75 2.08  0.24
H -0.34 3.74 4.72  0.25
H 1.40 3.51 4.39  0.40
H 0.48 4.72 3.49  0.49
H 2.34 1.37 3.98  0.53
H 0.71 0.58 6.47  0.34
H 2.39 1.13 6.41  0.48
H 1.10 2.26 6.01  0.37
H 2.30 -1.07 3.44  0.07
H 2.95 -0.81 5.07  0.51
H 1.29 -1.39 4.87  0.32
H -1.11 -0.30 4.91  0.42
H -2.13 2.62 4.93  0.26
H -2.68 1.28 5.93  0.51
H -1.04 1.88 6.15  0.29
H -2.39 -0.59 2.85  -0.17
H -3.46 0.07 4.11  0.52
H -2.85 1.13 2.81  0.16

***

Entry 3:
Computed, not measured: 13 unconnected molecules or ions with the total composition C34H60Cl24N2O5S, with ωB97M-V/def2-TZVPD.

Output
HOMO level: -9.042 eV
calculated total energy: -13259.98262 a.u.
strongest force on any atom: 0.0980 Eh/bohr
Kohn-Sham gap: 8.77 eV
molecular weight: 1459.8 g/mol
E_LUMO: -0.28 eV

Each line ends with the Mulliken charge.
Atoms and positions in Å:
C 9.10 -1.92 0.57  -1.22
C 9.03 -1.74 -0.91  0.10
O 9.98 -0.77 -1.30  -0.58
C 7.70 -1.23 -1.35  -1.00
N 6.62 -2.14 -1.07  -0.02
C 5.37 -1.47 -1.35  -0.99
C 4.31 -2.48 -1.58  -0.51
O 3.11 -1.73 -1.85  -0.41
C 2.05 -2.07 -1.19  0.73
C 0.98 -1.31 -1.12  0.36
N 0.86 -0.09 -1.74  -0.42
C 0.40 0.80 -1.07  0.33
S 0.06 2.13 -0.38  -0.17
C 0.03 -2.02 -0.29  0.49
O -0.82 -1.63 0.37  -0.48
O 0.37 -3.34 -0.43  -0.30
C 1.74 -3.28 -0.41  0.25
O 2.39 -4.02 0.18  -0.46
H 9.88 -2.59 0.78  0.22
H 8.18 -2.30 0.93  0.37
H 9.33 -1.00 1.02  0.42
H 9.32 -2.61 -1.43  0.31
H 9.74 0.03 -0.88  0.38
H 7.53 -0.33 -0.82  0.53
H 7.77 -1.00 -2.38  0.44
H 6.71 -2.94 -1.67  0.19
H 5.44 -0.83 -2.20  0.36
H 5.11 -0.91 -0.49  0.38
H 4.26 -3.07 -0.71  0.57
H 4.59 -3.02 -2.44  0.20
Cl -5.87 2.14 -0.68  -0.21
C -4.41 1.73 0.27  -0.42
C -3.87 2.97 0.93  -0.12
Cl -3.19 4.13 -0.25  -0.20
H -3.68 1.26 -0.39  0.29
H -4.69 1.01 1.03  0.35
H -3.07 2.71 1.60  0.13
H -4.64 3.48 1.49  0.19
Cl 4.18 -5.66 -3.43  -0.20
C 2.48 -5.90 -2.95  -0.29
C 1.76 -6.79 -3.92  -0.39
Cl 1.54 -6.00 -5.51  -0.21
H 2.01 -4.92 -2.87  0.19
H 2.48 -6.36 -1.96  0.37
H 0.77 -7.02 -3.54  0.37
H 2.30 -7.72 -4.08  0.19
Cl 0.07 -10.52 -1.06  -0.18
C 0.93 -11.40 -2.35  -0.48
C 2.42 -11.18 -2.29  -0.51
Cl 2.86 -9.51 -2.71  -0.17
H 0.52 -11.08 -3.30  0.32
H 0.71 -12.46 -2.22  0.33
H 2.91 -11.83 -3.01  0.31
H 2.81 -11.40 -1.30  0.34
Cl -11.14 0.49 1.41  -0.20
C -9.99 1.54 0.55  -0.45
C -8.88 2.02 1.45  -0.10
Cl -9.46 3.16 2.69  -0.20
H -10.55 2.37 0.13  0.35
H -9.57 0.96 -0.26  0.29
H -8.14 2.54 0.86  -0.03
H -8.40 1.19 1.95  0.33
Cl -4.69 9.80 -1.95  -0.21
C -4.89 8.22 -1.15  -0.22
C -5.20 7.12 -2.13  -0.16
Cl -6.83 7.31 -2.84  -0.20
H -5.67 8.31 -0.41  0.34
H -3.95 8.00 -0.65  0.14
H -5.18 6.16 -1.63  -0.02
H -4.48 7.10 -2.95  0.33
Cl -0.17 4.57 1.28  -0.07
C 1.07 4.58 2.56  -0.33
C 2.15 5.58 2.29  -0.14
Cl 3.16 5.11 0.89  -0.21
H 1.46 3.57 2.65  0.35
H 0.55 4.82 3.48  0.01
H 2.81 5.65 3.15  0.39
H 1.73 6.56 2.09  -0.05
Cl -5.35 2.53 -4.98  -0.21
C -5.65 0.96 -4.19  0.01
C -6.09 -0.10 -5.17  -0.18
Cl -7.72 0.23 -5.81  -0.21
H -6.38 1.11 -3.41  0.18
H -4.71 0.66 -3.72  -0.01
H -6.13 -1.06 -4.67  0.03
H -5.41 -0.18 -6.01  0.35
Cl -3.25 -1.58 -3.84  -0.19
C -3.57 -3.15 -3.04  -0.38
C -4.03 -4.19 -4.02  -0.43
Cl -5.65 -3.85 -4.67  -0.18
H -4.31 -2.99 -2.26  0.30
H -2.65 -3.46 -2.58  0.26
H -4.09 -5.16 -3.51  0.33
H -3.35 -4.28 -4.85  0.32
Cl 8.03 -4.93 -0.69  -0.12
C 8.21 -6.38 0.33  -0.50
C 9.24 -6.18 1.40  -0.47
Cl 10.88 -6.05 0.74  -0.18
H 8.46 -7.21 -0.32  0.32
H 7.24 -6.58 0.78  0.28
H 9.23 -7.03 2.08  0.35
H 9.04 -5.28 1.98  0.31
Cl 0.98 8.42 3.33  -0.18
C 0.28 9.91 2.63  -0.49
C -0.97 9.63 1.85  -0.45
Cl -0.64 8.71 0.36  -0.17
H 1.04 10.37 2.01  0.32
H 0.06 10.57 3.46  0.34
H -1.43 10.57 1.56  0.34
H -1.69 9.06 2.44  0.29
Cl -6.01 3.46 4.04  -0.13
C -4.79 3.46 5.35  -0.32
C -3.71 4.47 5.08  -0.84
Cl -2.71 3.99 3.68  0.03
H -4.40 2.46 5.44  0.18
H -5.31 3.71 6.27  0.37
H -3.05 4.54 5.94  0.31
H -4.12 5.45 4.88  0.43
Cl -1.62 1.91 5.79  -0.12
C -0.19 1.55 6.80  -0.53
C 0.33 2.77 7.49  -0.53
Cl 1.05 3.95 6.35  -0.15
H 0.56 1.10 6.16  0.35
H -0.50 0.82 7.54  0.30
H 1.12 2.49 8.19  0.35
H -0.45 3.28 8.04  0.33

***

Entry 4:
Computed, not measured: 10 unconnected molecules or ions with the total composition C34H60O24S3, with ωB97M-V/def2-TZVPD.

Output
HOMO level: -8.301 eV
ΔE to the lowest compared entry with this formula, charge and spin: 792.72 kJ/mol
calculated total energy: -4331.58511 a.u.
strongest force on any atom: 0.1242 Eh/bohr
Kohn-Sham gap: 8.12 eV
molecular weight: 949.0 g/mol
E_LUMO: -0.18 eV

Each line ends with the Mulliken charge.
Atoms and positions in Å:
C -4.76 -1.35 -7.24  -1.46
C -3.86 -1.40 -5.98  0.58
C -4.59 -1.64 -4.62  -0.32
O -3.62 -2.40 -4.01  -0.36
C -2.85 -3.08 -4.80  0.71
O -2.31 -4.05 -4.42  -0.54
O -2.95 -2.44 -6.08  -0.38
H -5.23 -2.29 -7.52  0.35
H -4.17 -1.11 -8.13  0.36
H -5.49 -0.56 -7.10  0.38
H -3.31 -0.46 -5.95  0.20
H -5.55 -2.16 -4.64  0.26
H -4.60 -0.76 -3.99  0.22
C 0.65 -1.98 -0.23  -1.41
C 0.26 -0.65 0.34  0.59
C -0.71 0.21 -0.38  -0.43
O -1.55 0.60 0.68  -0.23
C -1.65 -0.42 1.51  0.67
O -2.53 -0.41 2.43  -0.64
O -0.43 -0.96 1.49  -0.36
H 1.58 -2.03 -0.80  0.37
H -0.17 -2.35 -0.86  0.32
H 0.70 -2.73 0.56  0.35
H 1.12 -0.10 0.75  0.28
H -1.20 -0.34 -1.18  0.10
H -0.37 1.01 -1.04  0.39
C 2.69 -3.35 -7.73  -1.32
C 3.09 -1.99 -7.23  0.39
C 2.38 -0.84 -7.95  -0.53
O 1.99 0.10 -6.99  -0.29
C 2.03 -0.51 -5.79  0.62
O 1.54 -0.05 -4.74  -0.58
O 2.58 -1.77 -5.93  -0.30
H 1.65 -3.57 -7.48  0.35
H 3.37 -3.98 -7.15  0.32
H 3.00 -3.70 -8.72  0.37
H 4.15 -1.72 -7.18  0.32
H 1.57 -1.28 -8.52  0.28
H 2.95 -0.47 -8.79  0.37
C 1.42 4.37 2.26  -1.32
C 1.61 5.79 2.92  0.58
C 2.59 6.79 2.29  -0.29
O 1.82 7.99 2.38  -0.35
C 0.52 7.67 2.83  0.57
O -0.37 8.47 2.88  -0.56
O 0.37 6.38 3.10  -0.25
H 0.72 3.76 2.83  0.35
H 2.27 3.70 2.39  0.30
H 1.05 4.35 1.24  0.33
H 2.12 5.46 3.82  0.09
H 2.89 6.60 1.26  0.28
H 3.46 6.78 2.94  0.26
C 2.71 -6.75 3.12  -1.24
C 2.02 -8.09 3.33  0.50
C 2.88 -9.25 4.02  -0.45
O 2.44 -9.39 5.28  -0.31
C 1.22 -8.75 5.34  0.54
O 0.44 -8.94 6.24  -0.49
O 1.03 -7.89 4.20  -0.35
H 2.19 -6.25 2.31  0.27
H 3.77 -6.88 2.89  0.34
H 2.61 -6.14 4.01  0.35
H 1.76 -8.47 2.34  0.26
H 3.97 -9.18 4.02  0.30
H 2.59 -10.19 3.55  0.29
C -2.79 1.28 9.37  -1.30
C -2.33 1.19 7.88  0.38
C -2.77 2.18 6.88  -0.39
O -1.61 2.55 6.18  -0.24
C -0.49 2.16 6.82  0.62
O 0.71 2.51 6.64  -0.62
O -0.97 1.44 7.88  -0.36
H -2.35 0.36 9.75  0.35
H -3.86 1.09 9.40  0.37
H -2.47 2.12 10.00  0.32
H -2.33 0.17 7.51  0.27
H -3.43 2.97 7.23  0.30
H -3.47 1.63 6.25  0.27
C -2.45 4.10 -5.39  -1.38
C -2.85 4.96 -4.15  0.35
C -3.60 4.34 -2.96  -0.29
O -2.89 4.55 -1.80  -0.23
C -1.77 5.24 -2.13  0.63
O -1.03 5.74 -1.30  -0.55
O -1.68 5.34 -3.51  -0.38
H -3.34 3.89 -5.99  0.37
H -1.98 3.15 -5.13  0.33
H -1.68 4.63 -5.96  0.36
H -3.37 5.87 -4.45  0.25
H -3.68 3.27 -3.18  0.24
H -4.56 4.87 -2.96  0.30
C 7.66 3.08 4.46  -1.01
S 6.21 3.17 3.26  0.52
O 6.73 4.02 2.06  -0.61
C 6.20 1.41 2.65  -0.86
H 8.51 2.57 4.02  0.32
H 7.57 2.51 5.38  0.39
H 8.05 4.06 4.74  0.32
H 5.80 0.66 3.34  0.32
H 7.29 1.38 2.59  0.29
H 5.75 1.40 1.66  0.32
C 0.66 -7.69 -2.47  -0.91
S 2.49 -7.90 -2.85  0.49
O 2.65 -8.45 -4.26  -0.63
C 2.97 -6.16 -3.17  -0.80
H 0.02 -7.43 -3.32  0.33
H 0.57 -6.96 -1.67  0.29
H 0.14 -8.61 -2.19  0.34
H 3.93 -6.14 -3.68  0.33
H 3.02 -5.66 -2.20  0.34
H 2.14 -5.83 -3.80  0.23
C -5.51 3.70 2.02  -0.85
S -5.93 5.31 2.91  0.43
O -5.90 5.19 4.40  -0.59
C -4.52 6.35 2.40  -0.66
H -6.01 2.82 2.43  0.36
H -4.47 3.46 2.26  0.22
H -5.75 3.70 0.96  0.33
H -4.45 6.32 1.31  0.27
H -3.69 5.80 2.84  0.16
H -4.54 7.41 2.65  0.35